(1)
Entry from OMol25: an isolated molecule of C11H15FN2O (ωB97M-V/def2-TZVPD).

Values from the calculation:
**SMILES**: C=C[C@](CO)(c1ccc(F)cc1)N(C)N
**Gap between HOMO and LUMO**: 0.340 Ha

```
! RIJCOSX wB97M-V def2-TZVPD def2/J DEFGRID3
* xyz 0 1
C 0.01 -1.01 2.30
C 0.70 1.22 2.07
C 0.25 -0.97 3.63
C 0.94 1.33 3.42
C 0.20 0.06 1.47
C 0.58 0.22 4.19
C -0.75 -1.80 -1.79
C -0.90 -1.27 -0.62
C -0.10 1.44 -1.91
C 1.64 -0.33 -0.44
C 0.22 0.02 0.00
N -1.71 1.63 -0.20
N -0.33 1.34 -0.50
O 2.12 -1.56 -0.07
F 0.78 0.32 5.45
H -0.25 -1.97 1.88
H 0.86 2.01 1.39
H -0.33 -1.71 4.21
H 1.42 2.12 3.91
H -1.53 -2.52 -2.14
H 0.23 -1.72 -2.22
H -1.74 -1.29 0.07
H -0.31 2.50 -2.22
H 0.97 1.40 -2.05
H -0.61 0.57 -2.54
H 1.68 -0.22 -1.50
H 2.31 0.47 0.07
H -2.52 1.02 -0.59
H -1.85 1.74 0.74
H 1.68 -2.19 -0.69
*
```

Quick look at the Mulliken charges, all values in e: C -0.2247; C -0.4151; C -0.8694; C -0.7971; C -0.7059; C 0.4767; C -1.1759; C -0.1273; C -0.8604; C -1.2166; C 1.7191; N -0.7962; N 0.2467; O -0.5378; F -0.3135; H 0.3970; H 0.6033; H 0.2879; H 0.4606; H 0.2735; H 0.3157; H 0.4048; H 0.3857; H 0.4082; H 0.2020; H 0.6134; H 0.3336; H 0.2518; H 0.2686; H 0.3912



(2)
Entry from OMol25: a cluster of 3 separate species, C11H15FN4O7P2S in total (ωB97M-V/def2-TZVPD).

Values from the calculation:
**Gap between HOMO and LUMO**: 0.054 Ha

```
! RIJCOSX wB97M-V def2-TZVPD def2/J DEFGRID3
* xyz -2 1
N -4.12 -1.27 -1.74
P -2.83 -1.90 -0.73
O -2.66 -0.74 0.50
N -1.42 -1.92 -1.77
F -2.09 -2.09 -3.45
C -0.62 -3.10 -1.54
C 0.56 -2.97 -0.52
S 0.06 -2.37 1.15
C 1.52 -1.47 1.66
N 2.09 -0.46 1.00
N 3.16 -0.04 1.69
C 3.28 -0.77 2.81
O 2.27 -1.67 2.77
C -0.68 -0.66 -1.78
O -1.48 0.38 -2.39
C -1.64 1.46 -1.57
C -2.97 1.91 -1.28
C -3.23 3.04 -0.43
C -2.10 3.70 0.15
C -0.77 3.29 -0.14
C -0.53 2.19 -1.01
H -4.47 -2.02 -2.33
H -4.89 -0.98 -1.14
H -3.49 -0.26 0.63
H -0.16 -3.38 -2.52
H -1.29 -3.95 -1.26
H 1.39 -2.39 -0.97
H 0.96 -4.00 -0.37
H 4.04 -0.65 3.59
H 0.22 -0.79 -2.44
H -0.30 -0.38 -0.77
H -3.81 1.36 -1.72
H -4.26 3.37 -0.24
H -2.30 4.55 0.83
H 0.08 3.82 0.32
H 0.48 1.83 -1.24
O 6.50 0.54 4.00
P 6.40 1.87 3.25
O 6.70 1.63 1.77
O 7.41 2.86 3.84
O 4.99 2.44 3.40
*
```

Quick look at the Mulliken charges, all values in e: N -0.4989; P -0.2068; O -0.4555; N 0.5166; F -0.7927; C -0.9760; C -0.5619; S -0.1759; C 0.5114; N -0.0826; N -0.5283; C 0.1053; O -0.3513; C -1.3362; O -0.3611; C 0.3703; C -0.1927; C -0.6416; C -0.2474; C -0.6256; C -0.1274; H 0.3150; H 0.2133; H 0.2570; H 0.3559; H 0.3986; H 0.4166; H 0.4551; H 0.3471; H 0.2637; H 0.7451; H 0.4802; H 0.3575; H 0.3117; H 0.3701; H 0.3581; O -0.4823; P 0.9913; O -0.5102; O -0.4899; O -0.4955



(3)
Entry from OMol25: a structure of composition C11H15IrNP (ωB97M-V/def2-TZVPD).

Values from the calculation:
**Gap between HOMO and LUMO (alpha / beta)**: 0.155 / 0.141 Ha

```
! RIJCOSX wB97M-V def2-TZVPD def2/J DEFGRID3
* xyz 1 6
C -1.23 2.66 -3.48
C 0.13 2.26 -3.69
C 0.81 2.24 -2.43
C -0.09 2.71 -1.41
C -1.37 2.94 -2.00
Ir -1.18 0.77 -2.37
P -1.86 -1.21 -2.18
H -2.00 2.84 -4.23
H 0.55 1.98 -4.65
H 1.85 1.94 -2.26
H -2.26 3.36 -1.54
H 0.15 2.86 -0.36
H -0.95 -2.20 -1.71
H -2.30 -1.75 -3.43
H -3.00 -1.34 -1.35
N 0.65 -0.14 0.79
C 0.79 -0.92 1.89
C 0.58 -0.37 3.19
C 0.77 -1.16 4.32
C 1.16 -2.50 4.20
C 1.36 -3.05 2.92
C 1.17 -2.28 1.78
H 0.31 0.81 0.86
H 0.80 -0.50 -0.15
H 0.27 0.68 3.27
H 0.61 -0.72 5.31
H 1.32 -3.11 5.09
H 1.67 -4.10 2.82
H 1.30 -2.71 0.78
*
```

Quick look at the Mulliken charges, all values in e: C -0.5058; C -0.3483; C -0.4402; C -0.3464; C -0.4488; Ir 0.5857; P -0.1367; H 0.4640; H 0.4006; H 0.3922; H 0.4358; H 0.4903; H 0.1379; H 0.1399; H 0.1535; N -0.2391; C 1.0244; C -0.4391; C -0.6533; C -0.4200; C -0.6618; C -0.3757; H 0.0151; H 0.0774; H 0.3044; H 0.3620; H 0.3679; H 0.3658; H 0.2984



(4)
Entry from OMol25: an isolated molecule of C11H15N (ωB97M-V/def2-TZVPD).

Values from the calculation:
**SMILES**: [H]/N=C1\[C@@]2(C)[C@]1(C)[C@]21[C@@]2(C)C[C@]21C
**Gap between HOMO and LUMO**: 0.317 Ha

```
! RIJCOSX wB97M-V def2-TZVPD def2/J DEFGRID3
* xyz 0 1
C -2.14 -0.57 -0.22
C 1.77 -0.85 1.52
C -1.33 0.01 0.90
C -1.01 0.13 -0.84
C 0.02 -0.15 0.22
C 1.05 -1.22 0.22
C 1.44 0.22 0.46
C -1.84 0.96 1.91
C -1.16 1.48 -1.64
C 1.46 -2.20 -0.87
C 2.28 1.25 -0.20
N -3.24 -1.13 -0.34
H 1.18 -0.91 2.51
H 2.86 -1.12 1.56
H -2.56 0.30 2.37
H -2.11 1.84 1.34
H -0.96 1.13 2.54
H -2.12 1.51 -2.17
H -0.33 1.29 -2.43
H -1.11 2.45 -1.11
H 1.08 -1.99 -1.93
H 0.80 -3.10 -0.62
H 2.49 -2.51 -0.60
H 2.54 1.92 0.62
H 1.57 1.78 -0.92
H 3.04 0.78 -0.95
H -3.66 -1.30 -1.34
*
```

Quick look at the Mulliken charges, all values in e: C 0.2331; C -0.6628; C 0.0479; C 0.1463; C 0.8657; C 0.3972; C 0.7524; C -1.3906; C -1.5012; C -1.4083; C -1.2668; N -0.8333; H 0.1639; H 0.3067; H 0.4000; H 0.2889; H 0.3177; H 0.4142; H 0.3450; H 0.2856; H 0.3082; H 0.3332; H 0.3490; H 0.3576; H 0.2190; H 0.2941; H 0.2372



(5)
Entry from OMol25: a cluster of 2 separate species, C11H15N in total (ωB97M-V/def2-TZVPD).

Values from the calculation:
**SMILES**: Cc1c[nH]c2ccccc12.CC
**Gap between HOMO and LUMO**: 0.320 Ha

```
! RIJCOSX wB97M-V def2-TZVPD def2/J DEFGRID3
* xyz 0 1
C -2.42 1.07 2.15
C -3.70 0.24 2.41
H -2.24 1.08 1.08
H -2.63 2.09 2.46
H -1.55 0.71 2.69
H -3.63 -0.31 3.35
H -3.86 -0.48 1.61
H -4.55 0.92 2.38
C 2.75 1.29 -2.29
C 2.56 0.79 0.16
C 2.09 0.65 -1.11
C 0.70 -0.44 0.33
C 0.90 -0.13 -1.03
C -0.41 -1.07 0.87
C -0.09 -0.56 -1.92
C -1.37 -1.49 -0.05
C -1.16 -1.29 -1.42
N 1.71 0.16 1.04
H 3.48 1.16 0.58
H 1.81 0.10 2.03
H 2.38 2.26 -2.63
H 2.80 0.69 -3.21
H -0.59 -1.23 1.93
H -0.27 -0.11 -2.90
H -2.14 -2.17 0.31
H -1.85 -1.76 -2.12
H 3.80 1.49 -2.02
*
```

Quick look at the Mulliken charges, all values in e: C -0.6948; C -0.8270; H 0.1493; H 0.4197; H 0.1766; H 0.2441; H 0.2362; H 0.3214; C -1.3236; C -0.5853; C 0.3828; C -0.0207; C 1.0170; C -1.0467; C -0.4138; C -0.4541; C -0.8113; N -0.0421; H 0.3873; H 0.1815; H 0.2591; H 0.3387; H 0.5628; H 0.3378; H 0.4841; H 0.3704; H 0.3507



(6)
Entry from OMol25: a cluster of 2 separate species, C11H15N in total (ωB97M-V/def2-TZVPD).

Values from the calculation:
**SMILES**: Cc1c[nH]c2ccccc12.CC
**Gap between HOMO and LUMO**: 0.326 Ha

```
! RIJCOSX wB97M-V def2-TZVPD def2/J DEFGRID3
* xyz 0 1
C 1.65 -1.54 -1.42
C 2.74 -0.46 -1.42
H 2.09 -2.56 -1.18
H 0.83 -1.20 -0.81
H 1.48 -1.63 -2.57
H 3.18 -0.36 -0.40
H 3.70 -0.73 -1.80
H 2.27 0.46 -1.70
C 0.83 2.47 0.51
C -1.98 0.11 0.29
C -0.68 0.38 0.72
C -0.37 1.67 0.14
C -1.33 2.06 -0.77
C -2.66 -1.05 0.60
C -1.99 -1.95 1.42
C -0.14 -0.47 1.67
C -0.79 -1.58 2.03
N -2.36 1.10 -0.66
H -3.13 0.97 -1.27
H -3.57 -1.23 0.02
H -1.58 3.08 -1.21
H -2.49 -2.98 1.55
H 0.78 -0.10 2.23
H 1.75 1.76 0.37
H 1.00 3.05 1.38
H -0.38 -2.28 2.81
H 1.16 2.99 -0.50
*
```

Quick look at the Mulliken charges, all values in e: C -0.4616; C -0.9760; H 0.2982; H 0.0088; H 0.2245; H 0.2428; H 0.4130; H 0.2579; C -1.0490; C -0.3483; C 0.8305; C 0.4295; C -0.6462; C -0.6868; C -0.4130; C -0.0435; C -0.4860; N -0.0725; H 0.1554; H 0.3420; H 0.3102; H 0.2702; H 0.2834; H 0.1620; H 0.3631; H 0.3142; H 0.2773



no.,molecular weight (g/mol)
1,210.252
2,428.275
3,384.439
4,161.248
5,161.248
6,161.248